A:
Here is a molecular structure, C6H12O2 from OMol25. Energies are from the ωB97M-V functional and the def2-TZVPD basis.

```
20
Properties=species:S:1:pos:R:3
O 0.04704 -3.00677 -0.06997
O 0.12124 -2.23448 2.08367
C -0.61436 1.96070 0.04272
C -0.51316 0.38799 0.09153
C -1.73929 -0.52562 -0.20657
C 0.91237 0.13466 -0.23709
C 1.52442 1.30404 -0.97333
C 0.57311 -2.64637 0.99673
H -1.41963 -1.29366 -0.91900
H -0.82292 2.56340 -0.85657
H 1.25798 -0.62991 -0.94586
H -1.22780 2.25910 0.91343
H 1.72318 -2.59744 1.00847
H 2.51478 1.72675 -0.67957
H -1.97095 -1.25637 0.57825
H -0.78844 0.42991 1.15871
H 1.27712 -0.18362 0.74096
H 1.15105 1.57764 -1.94909
H -2.58127 0.04625 -0.59782
H 0.57555 1.98380 -0.17959
```

Summary:
* HOMO level: -7.38 eV
* LUMO: -0.1348 Eh
* Kohn-Sham gap: 3.715 eV

=====

B:
Here is C6H12O2 in the gas phase from OMol25. Energies are from the ωB97M-V functional and the def2-TZVPD basis.

```
20
Properties=species:S:1:pos:R:3
O 0.07951 -1.29097 1.48343
O 1.57854 -0.13457 -1.32251
C 0.75840 0.20950 -0.34755
C 1.38127 1.15770 0.71042
C -1.72599 1.15448 0.16781
C 0.36573 -1.11280 0.21032
C 0.16505 -2.30824 -0.62004
C -0.65314 0.81107 -0.86102
H 0.77188 1.32540 1.60942
H 2.35025 0.76187 1.01429
H -2.59681 1.59078 -0.32636
H -0.60121 -2.97292 -0.22446
H -0.02685 -1.99949 -1.64822
H -0.30296 1.69955 -1.39084
H 1.54073 2.11854 0.22551
H -2.07167 0.27603 0.71917
H -1.03382 0.13423 -1.62706
H 0.26522 -0.48189 1.98814
H 1.12912 -2.82866 -0.65347
H -1.37326 1.89039 0.89304
```

Summary:
* HOMO level (spin up / spin down): -7.68 / -7.68 eV
* LUMO (spin up / spin down): -0.0053 / -0.0053 Eh
* Kohn-Sham gap (spin up / spin down): 7.532 / 7.531 eV

=====

C:
Here is 2 unconnected molecules or ions with the total composition C6H12O2 from OMol25. Energies are from the ωB97M-V functional and the def2-TZVPD basis.

```
20
Properties=species:S:1:pos:R:3
O 2.49674 -0.40356 -0.37987
O -0.28116 -1.36156 -0.02523
C -0.97610 -0.11915 0.11425
C -0.12158 -2.11887 -1.19337
C 1.85228 0.30180 0.34658
C -1.77272 -0.07479 1.38200
C -1.23599 0.64563 -0.94598
C 1.89224 1.79766 0.35172
H -1.84088 1.52875 -0.83839
H 2.27462 2.17591 -0.59416
H 0.88744 2.18291 0.51429
H 1.17580 -0.08058 1.21407
H -1.14461 0.14263 2.24483
H -1.03001 -2.13028 -1.80173
H 0.72340 -1.70802 -1.75376
H -2.26839 -1.00830 1.64326
H 0.16323 -3.11646 -0.85758
H -0.77136 0.50610 -1.90518
H -2.53204 0.70116 1.30277
H 2.50912 2.13905 1.18149
```

Summary:
* HOMO level: -9.12 eV
* LUMO: 0.0346 Eh
* Kohn-Sham gap: 10.065 eV

=====

List of relative energies, unit kJ/mol: A 544.6; B 55.7; C 0.0

=====

A:
Here is 2 unconnected molecules or ions with the total composition C3H9NOS from OMol25. Energies are from the ωB97M-V functional and the def2-TZVPD basis.

```
15
Properties=species:S:1:pos:R:3
S -0.31578 -1.17249 -0.83529
O -0.25775 -2.42368 -0.13294
N -1.26256 -0.91210 -1.96301
C 0.61282 -0.30665 1.62845
C -0.17939 0.04804 0.41254
C 0.27035 1.88457 -0.39644
H -0.21173 2.74493 -0.02737
H 0.00376 1.79564 -1.46925
H 0.44198 0.11856 2.53001
H 0.79933 -0.99844 -1.62179
H 1.29594 2.06096 -0.16831
H -1.17097 0.48369 0.74765
H 1.72301 -0.45898 1.48887
H 0.34331 -1.39219 1.87068
H -2.09231 -1.47185 -2.06379
```

Summary:
* HOMO level: -9.64 eV
* LUMO: 0.0313 Eh
* Kohn-Sham gap: 10.493 eV

=====

B:
Here is a molecular structure, C3H9NOS from OMol25. Energies are from the ωB97M-V functional and the def2-TZVPD basis.

```
15
Properties=species:S:1:pos:R:3
S 2.74516 0.68986 0.47160
O 0.25321 -1.26171 0.98497
N -2.38444 -0.75073 -0.54682
C -0.86590 -0.35033 -0.82317
C 1.11805 0.71242 -0.25021
C 0.07090 -0.04458 0.40851
H 0.41577 -0.85293 2.16640
H 1.63235 0.16644 -1.26219
H -2.28536 -1.64136 0.03381
H -2.49412 0.07457 0.25723
H 2.45657 1.85456 1.06125
H -0.15703 -1.19671 -1.24321
H -0.49318 0.52007 1.05708
H -1.00851 0.36941 -1.65850
H 0.99652 1.71103 -0.65675
```

Summary:
* HOMO level: -9.20 eV
* LUMO: 0.0053 Eh
* Kohn-Sham gap: 9.344 eV

=====

List of relative energies, unit kJ/mol: A 49.5; B 0.0

=====

A:
Here is 2 unconnected molecules or ions with the total composition C7H7NO3 from OMol25. Energies are from the ωB97M-V functional and the def2-TZVPD basis.

```
18
Properties=species:S:1:pos:R:3
O 0.93080 0.68807 -1.11833
O -0.25008 1.68750 1.72491
O -2.04855 -1.41750 2.02473
N -3.12188 1.35507 -0.09180
C 0.22593 -0.17563 -1.85593
C 0.97629 -1.30013 -1.96979
C 2.11084 0.12008 -0.77945
C 2.15668 -1.15629 -1.21711
C -1.47133 0.93367 1.86844
C -2.38157 1.33485 0.79877
C -1.22806 -0.60843 1.66909
H 2.89605 -1.89388 -0.93859
H 0.60645 -2.27872 -2.18215
H 0.09656 1.63733 0.71332
H -1.67900 1.11493 2.86751
H -0.50024 0.15813 -2.52483
H 2.89861 0.60397 -0.29051
H -0.21750 -0.80301 1.30170
```

Summary:
* HOMO level: -9.44 eV
* LUMO: 0.0145 Eh
* Kohn-Sham gap: 9.838 eV

=====

B:
Here is 2 unconnected molecules or ions with the total composition C7H7NO3 from OMol25. Energies are from the ωB97M-V functional and the def2-TZVPD basis.

```
18
Properties=species:S:1:pos:R:3
O -1.54302 -2.04945 -0.13605
O -3.12297 -0.69343 0.51027
O 1.08998 -0.85080 -1.12808
N -1.99524 -0.99399 0.21897
C 1.77432 -1.84840 -0.60496
C -0.90043 1.77801 -1.08791
C 1.36630 -0.49017 1.13266
C 0.76417 -0.04793 -0.05045
C -0.14484 0.90914 -0.24330
C 2.01961 -1.65275 0.73700
C -0.74459 2.13404 0.34725
H 2.14059 -2.56662 -1.38696
H -0.27492 2.35012 -1.96131
H 1.11643 0.05510 2.11869
H -0.19624 2.99361 0.65928
H -1.88223 1.60996 -1.46638
H -1.66117 1.90176 0.93950
H 2.19427 -2.53820 1.40179
```

Summary:
* HOMO level (spin up / spin down): -9.24 / -6.92 eV
* LUMO (spin up / spin down): -0.0239 / -0.0547 Eh
* Kohn-Sham gap (spin up / spin down): 8.593 / 5.434 eV

=====

List of relative energies, unit kJ/mol: A 0.0; B 402.4

=====

A:
Here is C20H28N4O2S in the gas phase from OMol25. Energies are from the ωB97M-V functional and the def2-TZVPD basis.

```
55
Properties=species:S:1:pos:R:3
S 2.05619 1.21619 0.93818
O 3.94402 -3.82578 0.11032
O -2.35256 -3.59982 1.05654
N -3.53463 0.21557 -0.20666
N -4.85910 0.40515 -0.26246
N -0.10603 2.61061 -0.46615
N -1.94304 -1.56158 0.11916
C 0.90304 4.91834 -0.54085
C 2.61532 -3.61521 0.29478
C 1.88555 -4.02367 1.40747
C 2.07463 2.99811 0.56900
C 1.96097 -2.93876 -0.73829
C -1.82830 1.61533 0.90017
C -5.41229 -0.77115 -0.05211
C -0.95286 2.84701 0.68464
C 2.72157 0.56367 -0.61593
C -1.57614 -2.79519 0.59127
C -4.44421 -1.76133 0.14590
C 0.61886 -2.64566 -0.64418
C -0.11281 -3.04436 0.47330
C 1.10788 3.39669 -0.55324
C -1.78641 1.29356 -1.59972
C -3.24248 -1.08826 0.04037
C 4.66406 -4.51248 1.10695
C 0.53254 -3.75168 1.47963
C -2.67364 1.36463 -0.35195
C -0.90310 2.53982 -1.66986
H -2.48346 1.76431 1.75951
H -0.04279 -4.08251 2.33079
H -4.57999 -2.80220 0.34467
H 0.46189 5.23966 0.39934
H -0.24127 2.46970 -2.53710
H -0.33202 2.99820 1.56661
H 4.63953 -3.97557 2.06031
H 2.35732 -4.55969 2.21533
H -1.13686 0.41808 -1.56746
H 3.64703 1.07919 -0.85676
H 5.69047 -4.56084 0.74700
H 1.81242 3.48069 1.50945
H -2.41054 1.22287 -2.49197
H 2.53261 -2.66409 -1.61144
H 4.28261 -5.52825 1.24939
H 1.98963 0.69115 -1.40766
H 0.24673 5.21457 -1.35588
H -3.36929 2.20383 -0.47534
H 1.57377 3.12556 -1.50937
H 3.09572 3.28015 0.31011
H 2.91370 -0.49150 -0.45226
H -1.59446 3.73492 0.54710
H -1.20367 -0.91770 -0.11894
H -6.47899 -0.87396 -0.05149
H 1.85734 5.42350 -0.66566
H -1.54284 3.43098 -1.79935
H 0.13187 -2.14049 -1.46643
H -1.17352 0.76973 1.11123
```

Summary:
* HOMO level: -8.20 eV
* LUMO: 0.0229 Eh
* Kohn-Sham gap: 8.823 eV

=====

B:
Here is C20H28N4O2S in the gas phase from OMol25. Energies are from the ωB97M-V functional and the def2-TZVPD basis.

```
55
Properties=species:S:1:pos:R:3
S -1.51829 -3.00778 -0.72437
O -4.04357 1.28864 0.06615
O 1.41614 -4.82235 -0.16465
N -1.61701 -0.37008 0.02578
N -0.11179 -0.81926 -1.51070
N 1.84186 -2.68135 -0.75768
N -0.02784 0.48957 -1.21075
C 1.12409 -3.81312 -0.77240
C 2.40718 2.61379 2.86159
C -4.06986 -0.10740 0.32327
C -0.12634 -3.73367 -1.64874
C 4.14962 1.15535 -0.44597
C -1.05834 -1.33163 -0.76863
C 1.05801 3.31646 1.00592
C -4.36438 1.54137 -1.29116
C 3.00843 -2.52617 0.08565
C -4.40475 -0.80324 -1.00585
C -1.04573 2.08850 0.36043
C 0.39657 1.42754 2.31353
C 1.51430 1.58602 3.11260
C 3.23273 0.00523 -0.05022
C -2.71776 -0.53799 0.93115
C 3.86479 -1.35023 -0.36890
C 0.15574 2.29213 1.25269
C -4.04679 0.25499 -2.04892
C 2.17453 3.47972 1.80763
C -0.91629 0.76579 -0.30105
H 3.57109 -3.46352 0.04013
H -0.29138 0.61876 2.51813
H -2.76845 -1.59326 1.21228
H -1.06535 2.86268 -0.40736
H 3.28153 2.73632 3.48311
H -5.43278 1.78506 -1.37313
H 2.86733 4.28362 1.60581
H 2.28516 0.12024 -0.57791
H 5.09702 1.09291 0.08590
H -2.53849 0.06734 1.82369
H -4.83491 -0.31175 1.08547
H 0.88766 3.98947 0.17848
H 4.83157 -1.41702 0.13471
H 1.47443 -1.85576 -1.22394
H 2.69610 -2.37732 1.12818
H 3.02490 0.06475 1.02119
H 0.02395 -3.12621 -2.53892
H -4.62691 0.16094 -2.96318
H 3.68083 2.10634 -0.20703
H -0.45599 -4.73949 -1.90503
H -3.85374 -1.73235 -1.12986
H -1.97664 2.13318 0.92690
H 4.35264 1.12933 -1.51398
H 1.68929 0.90412 3.93212
H -3.77725 2.40083 -1.61944
H -2.98716 0.21295 -2.30246
H -5.47162 -1.02301 -1.04699
H 4.04193 -1.43000 -1.44326
```

Summary:
* HOMO level: -8.54 eV
* LUMO: 0.0205 Eh
* Kohn-Sham gap: 9.094 eV

=====

List of relative energies, unit kJ/mol: A 72.8; B 0.0